Entry from the OMol25 dataset: 2 unconnected molecules or ions with the total composition C6H6Br2N2 (ωB97M-V/def2-TZVPD).

The geometry in XYZ format:
```
16
Properties=species:S:1:pos:R:3:forces:R:3
Br -2.449 2.510 -0.164 1.28 -0.36 0.39
C -0.456 1.916 0.137 1.55 2.41 -0.77
C 0.160 1.460 1.424 -2.21 -2.63 -3.74
C -0.169 0.557 0.460 0.66 -0.10 1.65
N -0.289 -0.759 -0.051 0.41 1.71 2.51
C -0.734 -1.064 -1.300 1.36 -1.61 0.09
C -0.703 -2.435 -1.354 -1.53 1.76 0.78
N -0.522 -2.964 -0.094 1.24 0.27 0.06
C -0.170 -1.959 0.668 -0.92 0.04 -0.75
H 0.235 2.634 -0.497 -1.94 -1.60 0.71
H 0.525 1.694 2.374 0.30 0.26 1.09
H -0.807 -0.323 -2.037 -0.32 0.77 -0.80
H -1.107 -2.930 -2.184 -0.07 -1.22 -0.79
H 0.026 -2.027 1.735 0.06 0.30 -0.37
Br 3.265 1.473 -0.140 0.17 -0.58 -0.98
H 3.195 2.217 1.021 -0.04 0.59 0.91
```
Forces are in eV/Å.

The calculation puts the electronic energy at -149381.091 eV. The calculation puts the frontier orbital gap at 9.371 eV. As for the LUMO energy: 0.24 eV. Its relative energy (zero: lowest compared OMol25 entry of this formula, charge and spin) is 1.305 eV.